a.
{
  "formula": "C6H18NSSi",
  "method": "ωB97M-V/def2-TZVPD",
  "lumo_energy_ev": -3.708,
  "homo_ev": -13.26,
  "smiles": "CCC[Si](C)(C)[C@@H]([NH3+])S",
  "charge": 1,
  "homo_lumo_gap_ev": 9.55,
  "species": ["C", "C", "C", "Si", "C", "C", "C", "N", "S", "H", "H", "H", "H", "H", "H", "H", "H", "H", "H", "H", "H", "H", "H", "H", "H", "H", "H"],
  "positions_angstrom": [[3.2610, -0.8597, -0.6247], [1.8634, -0.5639, -0.7808], [1.3669, 0.4141, 0.2901], [-0.5546, 0.7819, 0.1773], [-1.3551, 1.2924, 1.9264], [-0.6999, 2.0105, -1.2412], [-1.4711, -0.9231, -0.2327], [-1.3965, -1.8922, 0.9268], [-3.4392, -0.5192, -0.7679], [3.3677, -1.4976, 0.2650], [3.6188, -1.4599, -1.5408], [3.8262, 0.0270, -0.5778], [1.5517, -0.0439, -1.6645], [1.4338, -1.6149, -0.8631], [1.9001, 1.3769, 0.3020], [1.5253, -0.0479, 1.2959], [-0.6551, 1.9148, 2.3706], [-2.2733, 1.7564, 1.6257], [-1.3481, 0.5288, 2.7116], [-0.8161, 1.5546, -2.2564], [-1.5993, 2.5030, -0.9006], [0.0658, 2.8142, -1.2598], [-0.9416, -1.5327, -1.0778], [-0.9427, -2.7498, 0.7542], [-0.9798, -1.3787, 1.6933], [-2.3805, -2.1041, 1.2006], [-2.9275, 0.2129, -1.7514]]
}

=====

b.
{
  "formula": "C6H18NSSi",
  "method": "ωB97M-V/def2-TZVPD",
  "lumo_energy_ev": -4.370,
  "homo_ev": -12.69,
  "charge": 1,
  "homo_lumo_gap_ev": 8.32,
  "species": ["C", "C", "C", "C", "C", "C", "N", "Si", "S", "H", "H", "H", "H", "H", "H", "H", "H", "H", "H", "H", "H", "H", "H", "H", "H", "H", "H"],
  "positions_angstrom": [[-0.2430, -1.6234, 0.2603], [2.0056, 0.7971, 3.1882], [-1.0718, -1.1449, -3.6793], [0.8746, -0.6126, 0.2181], [0.6370, 0.6775, 2.4705], [-0.6180, 1.3804, 0.4470], [0.5807, 0.7123, 0.9482], [-1.8141, 0.5367, -2.8799], [-0.2261, 1.6740, -1.8801], [-1.1302, -1.3739, -0.3372], [0.1286, -2.4580, -0.3106], [-0.6312, -1.9396, 1.1721], [2.6821, 1.5084, 2.7111], [1.8389, 1.2244, 4.1826], [2.4493, -0.1528, 3.2078], [-1.7203, -1.4748, -4.5181], [-0.1176, -1.1717, -4.0386], [-1.0262, -1.8615, -2.7724], [0.9099, -0.2132, -0.7918], [1.7084, -1.1468, 0.5690], [-0.0801, 1.3857, 2.9322], [0.2668, -0.2793, 2.5744], [-1.4586, 0.5790, 0.2808], [-0.8363, 2.2901, 0.9580], [1.4800, 1.2062, 0.6877], [-2.4875, 0.1865, -1.5770], [-2.1009, 1.2943, -4.0228]]
}

=====

Most stable to least stable, the ends of the list are a and b.

=====

a.
{
  "formula": "C6H14O3",
  "method": "ωB97M-V/def2-TZVPD",
  "lumo_energy_ev": 0.531,
  "homo_ev": -8.73,
  "smiles": "C=C(C)O.C=O.CCO",
  "homo_lumo_gap_ev": 9.26,
  "species": ["C", "C", "C", "O", "H", "H", "H", "H", "H", "H", "C", "O", "H", "H", "C", "C", "O", "H", "H", "H", "H", "H", "H"],
  "positions_angstrom": [[0.2100, -1.2506, 0.3549], [1.3979, -0.6583, 0.5371], [2.7015, -1.3497, 0.2292], [1.5509, 0.3767, 1.4255], [0.1065, -2.0947, -0.3032], [-0.6572, -0.9566, 0.9193], [2.9957, -1.9736, 1.0753], [2.6040, -1.9859, -0.6458], [3.4870, -0.6097, 0.0748], [0.6781, 0.7405, 1.6352], [1.5747, 0.8858, -1.4358], [0.5307, 1.5107, -1.5242], [2.4603, 1.3231, -0.9539], [1.7721, 0.0125, -2.0790], [-2.9185, 0.0391, -0.3632], [-1.8858, 1.0933, 0.0063], [-1.5430, 1.1000, 1.3854], [-2.5820, -0.9619, -0.1023], [-3.1168, 0.0830, -1.4340], [-3.8601, 0.2192, 0.1635], [-0.9203, 1.0423, -0.5880], [-2.2639, 2.0844, -0.2762], [-2.3216, 1.3306, 1.8991]]
}

=====

b.
{
  "formula": "C6H14O3",
  "method": "ωB97M-V/def2-TZVPD",
  "lumo_energy_ev": 0.804,
  "homo_ev": -9.40,
  "smiles": "CC(=O)OC(C)(C)O.C",
  "homo_lumo_gap_ev": 10.21,
  "species": ["C", "C", "O", "O", "C", "C", "C", "O", "H", "H", "H", "H", "H", "H", "H", "H", "H", "H", "C", "H", "H", "H", "H"],
  "positions_angstrom": [[1.8774, 1.4923, 0.8356], [1.2435, 0.6174, -0.2007], [1.2591, 0.7465, -1.3892], [-0.1424, 0.0597, 0.5216], [-1.2855, -0.2062, -0.3213], [-2.2866, -0.9646, 0.5366], [-1.8461, 1.1218, -0.8292], [-0.9252, -1.0595, -1.3832], [1.7984, 1.0529, 1.8251], [2.9220, 1.6518, 0.5696], [1.3510, 2.4474, 0.8284], [-2.5695, -0.3653, 1.4000], [-3.1736, -1.1932, -0.0528], [-1.8378, -1.8971, 0.8755], [-1.1150, 1.6314, -1.4557], [-2.7359, 0.9358, -1.4299], [-2.1066, 1.7649, 0.0107], [-0.2844, -0.5914, -1.9382], [2.0397, -1.3964, 0.2909], [0.8585, -0.9096, 0.5450], [2.2168, -1.8833, 1.2527], [2.9822, -0.9459, -0.0087], [1.7600, -2.1096, -0.4828]]
}

=====

Most stable to least stable, the ends of the list are a and b.

=====

a.
{
  "formula": "C4H13NO3",
  "method": "ωB97M-V/def2-TZVPD",
  "lumo_energy_ev": [3.285, 1.508],
  "homo_ev": [-4.08, -4.08],
  "charge": -1,
  "homo_lumo_gap_ev": [7.37, 5.59],
  "spin_multiplicity": 2,
  "species": ["C", "O", "C", "C", "C", "O", "N", "H", "H", "H", "H", "H", "H", "H", "H", "H", "H", "H", "H", "H", "O"],
  "positions_angstrom": [[-3.2431, 0.6649, -0.0108], [0.1491, -0.2486, -1.9313], [-2.9806, -0.7255, -0.1284], [3.1689, -0.5542, 1.0812], [3.3405, 0.1218, -0.0778], [0.8122, 1.6446, -0.3714], [-1.8387, -1.3653, -0.2669], [-2.4824, 1.4590, -0.1596], [-4.3087, 0.9450, 0.1264], [-0.7370, -0.5139, -1.6937], [-3.7262, -1.4292, -0.0102], [3.9551, -0.6222, 1.8166], [2.2492, -1.1059, 1.3091], [2.4987, 0.6997, -0.5483], [4.2939, 0.0459, -0.5272], [0.3900, 2.4991, -0.1936], [-1.9046, -2.3556, -0.2994], [0.3707, 0.5051, -1.3583], [0.5010, 0.6578, 0.7871], [-0.6731, -0.3064, 1.0205], [0.1652, -0.0160, 1.4359]]
}

=====

b.
{
  "formula": "C4H13NO3",
  "method": "ωB97M-V/def2-TZVPD",
  "lumo_energy_ev": [3.585, 3.572],
  "homo_ev": [0.66, -3.59],
  "charge": -1,
  "homo_lumo_gap_ev": [2.92, 7.16],
  "spin_multiplicity": 2,
  "species": ["C", "C", "C", "N", "C", "H", "H", "H", "H", "H", "H", "H", "H", "H", "O", "H", "H", "O", "H", "H", "O"],
  "positions_angstrom": [[-1.4212, 0.3996, 2.3514], [-0.1980, 1.0994, 1.7292], [0.7588, 0.3657, 1.2049], [1.8026, 1.0299, 0.4222], [2.0244, 0.9227, -0.8532], [-1.5776, -0.5696, 1.9686], [-2.3367, 0.9928, 2.1146], [-1.3551, 0.2047, 3.4524], [-0.2495, 2.1491, 1.6167], [1.0835, -0.6432, 1.3827], [1.5013, 0.5126, -1.7386], [2.9818, 1.4275, -1.0756], [-0.6133, 1.1875, -0.6245], [-1.0403, 1.7478, -1.9653], [-1.2783, 1.2147, -1.2700], [-1.0348, -1.0447, -2.9578], [-0.9656, -0.5558, -1.6066], [-0.6584, -1.2329, -2.1291], [1.4406, -3.5496, -0.8875], [0.2376, -2.6005, -0.8525], [0.8980, -3.0577, -0.2818]]
}

=====

Most stable to least stable, the ends of the list are b and a.

=====

a.
{
  "formula": "C4H5NOS2",
  "method": "ωB97M-V/def2-TZVPD",
  "lumo_energy_ev": 0.230,
  "homo_ev": -8.64,
  "smiles": "O=C1CSN(C=S)C1",
  "homo_lumo_gap_ev": 8.87,
  "species": ["O", "C", "C", "S", "N", "C", "S", "C", "H", "H", "H", "H", "H"],
  "positions_angstrom": [[-2.1946, -1.3037, 0.5778], [-1.0668, -0.9090, 0.4554], [0.1105, -1.7894, 0.0755], [1.5953, -0.7823, 0.2319], [0.6559, 0.6741, -0.0187], [1.1267, 1.6591, -0.7521], [0.4341, 3.0578, -1.1606], [-0.7171, 0.5979, 0.5229], [-0.0434, -2.1697, -0.9841], [0.1397, -2.6204, 0.7626], [2.1107, 1.3898, -1.1582], [-1.3678, 1.2186, -0.0979], [-0.7832, 0.9773, 1.5455]]
}

=====

b.
{
  "formula": "C4H5NOS2",
  "method": "ωB97M-V/def2-TZVPD",
  "lumo_energy_ev": 0.608,
  "homo_ev": -8.13,
  "smiles": "Oc1[nH]cc(S)c1S",
  "homo_lumo_gap_ev": 8.74,
  "species": ["O", "C", "N", "C", "C", "S", "C", "S", "H", "H", "H", "H", "H"],
  "positions_angstrom": [[2.4749, 0.0341, 0.0064], [1.1519, -0.2108, -0.0058], [0.7071, -1.4801, -0.0178], [-0.6745, -1.4948, -0.0302], [-1.0832, -0.2022, -0.0171], [-2.7678, 0.3206, 0.0619], [0.0807, 0.6404, -0.0056], [0.2169, 2.3839, -0.0828], [2.6423, 1.0236, 0.0004], [1.3246, -2.2925, 0.0084], [-1.2740, -2.4273, -0.0342], [-2.7706, 1.0220, -1.0720], [-0.0282, 2.6830, 1.1885]]
}

=====

c.
{
  "formula": "C4H5NOS2",
  "method": "ωB97M-V/def2-TZVPD",
  "lumo_energy_ev": -0.471,
  "homo_ev": -8.93,
  "smiles": "O=C1CC=NSCS1",
  "homo_lumo_gap_ev": 8.46,
  "species": ["O", "C", "C", "C", "N", "S", "C", "S", "H", "H", "H", "H", "H"],
  "positions_angstrom": [[0.0801, -2.5162, 1.0217], [0.1922, -1.1865, 0.9517], [-1.0564, -0.3163, 0.7695], [-1.2289, -0.0722, -0.7391], [-0.9279, 1.0751, -1.3627], [0.2349, 1.9225, -0.6192], [1.5372, 0.8173, -0.4338], [1.6494, -0.2444, 0.9830], [-0.9667, 0.8145, 1.0729], [-1.7187, -0.8315, 1.4343], [-1.9456, -0.8175, -1.1497], [1.5650, 0.1230, -1.4336], [2.5854, 1.2321, -0.4950]]
}

=====

Most stable to least stable, the ends of the list are b and c.